(1)
{"formula": "C19H42N3O7S3", "method": "the ωB97M-V functional and the def2-TZVPD basis", "e_homo_ev": -11.87, "relative_energy_kcal_mol": 0.0, "max_force_ev_per_a": 1.08, "spin_multiplicity": 1, "gap_ev": 6.6876, "e_lumo_ev": -5.18, "total_charge": 1, "symbols": ["C", "C", "C", "C", "C", "C", "O", "N", "C", "N", "N", "H", "H", "H", "H", "H", "H", "H", "H", "H", "H", "H", "H", "H", "H", "H", "H", "H", "H", "C", "C", "C", "S", "O", "O", "C", "H", "H", "H", "H", "H", "H", "H", "H", "C", "C", "C", "S", "O", "O", "C", "H", "H", "H", "H", "H", "H", "H", "H", "C", "C", "C", "S", "O", "O", "C", "H", "H", "H", "H", "H", "H", "H", "H"], "coordinates": [[2.8422, -1.4063, 1.2079], [2.3932, -0.9081, -0.1802], [3.5707, -0.3113, -0.9395], [1.6444, -1.9605, -0.9963], [2.4917, -3.1747, -1.4129], [0.4207, -2.4760, -0.2665], [-0.5411, -1.4031, -0.0844], [-1.4422, -1.2524, -1.1702], [-2.4555, -0.4726, -0.5704], [-2.8903, -0.7417, 0.7138], [-2.9551, 0.5831, -1.2343], [3.8746, -1.1300, 1.3895], [2.2319, -0.9664, 1.9932], [2.7418, -2.4832, 1.3170], [1.6854, -0.0921, -0.0301], [3.2837, -0.0360, -1.9526], [3.8663, 0.6126, -0.4558], [4.4084, -0.9998, -0.9649], [1.2668, -1.4715, -1.8946], [2.2185, -3.4775, -2.4192], [2.2764, -4.0320, -0.7788], [3.5513, -2.9623, -1.3951], [-0.0366, -3.2883, -0.8149], [0.6466, -2.8206, 0.7367], [-1.8553, -2.1645, -1.4410], [-2.2455, -0.4257, 1.4395], [-2.8658, -1.7637, 0.7868], [-2.7844, 1.5018, -0.8586], [-3.5016, 0.4537, -2.0693], [-2.6375, -5.5695, -4.7944], [-3.6365, -6.4123, -3.9882], [-3.3751, -6.1370, -2.5003], [-2.7102, -4.4747, -2.4253], [-1.3521, -4.5318, -1.9326], [-3.6265, -3.5535, -1.7736], [-2.6817, -4.1699, -4.1851], [-2.8871, -5.5444, -5.8525], [-1.6328, -5.9844, -4.6966], [-4.6552, -6.1184, -4.2440], [-3.5374, -7.4730, -4.2058], [-4.2773, -6.1745, -1.8951], [-2.6206, -6.7999, -2.0820], [-1.8181, -3.5527, -4.4248], [-3.6034, -3.6468, -4.4389], [4.2374, 4.4780, 3.1911], [3.8336, 3.1736, 3.8918], [3.6335, 2.1137, 2.8007], [4.7168, 2.5861, 1.4410], [3.8979, 2.9300, 0.3037], [5.7838, 1.6279, 1.3087], [5.3215, 4.0951, 2.1879], [4.5989, 5.2222, 3.8980], [3.3777, 4.9009, 2.6677], [4.6293, 2.8592, 4.5690], [2.9287, 3.2982, 4.4837], [3.9077, 1.1133, 3.1252], [2.6154, 2.1160, 2.4150], [5.4831, 4.8316, 1.4048], [6.2632, 3.8568, 2.6811], [-3.3130, 5.3949, 0.7402], [-3.6814, 3.9370, 1.0568], [-2.5179, 3.3326, 1.8558], [-1.7463, 4.7092, 2.7308], [-0.4106, 4.8682, 2.2193], [-1.9844, 4.5697, 4.1403], [-2.7956, 5.9872, 2.0471], [-4.1652, 5.9548, 0.3607], [-2.5263, 5.4268, -0.0164], [-4.5922, 3.9105, 1.6560], [-3.8778, 3.3680, 0.1471], [-2.8450, 2.5980, 2.5876], [-1.7538, 2.9018, 1.2080], [-2.2069, 6.8924, 1.9223], [-3.6017, 6.1584, 2.7594]]}

***

(2)
{"formula": "C19H42N5O4PdSSi3", "method": "the ωB97M-V functional and the def2-TZVPD basis", "e_homo_ev": [-11.34, -11.34], "relative_energy_kcal_mol": 9.9, "max_force_ev_per_a": 1.12, "spin_multiplicity": 1, "gap_ev": [8.0292, 8.0313], "e_lumo_ev": [-3.31, -3.30], "total_charge": 1, "symbols": ["Pd", "N", "N", "C", "N", "N", "N", "O", "O", "H", "H", "H", "H", "H", "C", "O", "Si", "C", "C", "C", "Si", "C", "C", "C", "Si", "C", "C", "C", "H", "H", "H", "H", "H", "H", "H", "H", "H", "H", "H", "H", "H", "H", "H", "H", "H", "H", "H", "H", "H", "H", "H", "H", "H", "H", "H", "C", "C", "C", "C", "C", "C", "C", "S", "C", "O", "H", "H", "H", "H", "H", "H", "H", "H", "H", "H"], "coordinates": [[-0.8972, -0.0086, 0.7763], [-3.5808, 1.2893, 0.9384], [-3.3287, 2.6245, 1.2421], [-2.0948, 3.0612, 1.5775], [-1.9748, 4.3771, 1.7609], [-1.1610, 2.1249, 1.7421], [0.1391, 2.5408, 1.9331], [0.9514, 1.6407, 1.8930], [0.4246, 3.6833, 2.2473], [-3.9907, 1.2052, 0.0162], [-4.1852, 0.8695, 1.6400], [-4.0861, 3.2934, 1.2400], [-2.7338, 4.9937, 1.5324], [-1.0728, 4.7377, 2.0416], [-2.6567, -0.5320, 3.4760], [-2.0199, -0.9725, 2.2919], [-1.8240, -2.5584, 1.7326], [-1.2472, -3.6877, 3.0905], [-3.4493, -3.2293, 1.1327], [-0.5663, -2.0159, 0.4657], [-1.0421, -1.9891, -1.3364], [-2.5125, -0.8252, -1.5955], [0.3370, -1.4025, -2.4529], [-1.5760, -3.6514, -2.0197], [1.2296, -2.0879, 1.0736], [2.3888, -1.0620, 0.0287], [1.8334, -3.8602, 1.0676], [1.3342, -1.3882, 2.8273], [-3.7408, -0.6320, 3.3905], [-2.3958, 0.5129, 3.6380], [-2.3118, -1.1094, 4.3342], [-2.0285, -3.7852, 3.8481], [-0.3321, -3.3744, 3.5823], [-1.0895, -4.6875, 2.6828], [-4.1011, -3.4174, 1.9878], [-3.2946, -4.1866, 0.6373], [-3.9759, -2.5785, 0.4420], [-2.2835, 0.2361, -1.4954], [-3.3538, -1.0627, -0.9501], [-2.8277, -0.9955, -2.6294], [-0.0876, -1.1900, -3.4357], [1.0834, -2.1858, -2.5828], [0.8554, -0.5144, -2.1056], [-2.4803, -4.0349, -1.5503], [-0.7963, -4.4053, -1.9162], [-1.7811, -3.5378, -3.0856], [2.5559, -1.4788, -0.9615], [3.3488, -1.0339, 0.5500], [2.0617, -0.0275, -0.0836], [1.6507, -4.3458, 0.1094], [1.3626, -4.4592, 1.8448], [2.9094, -3.8764, 1.2449], [1.9124, -0.4656, 2.8352], [1.8475, -2.1057, 3.4712], [0.3755, -1.1661, 3.2868], [6.0232, 2.4343, -2.4781], [4.5249, 2.3473, -2.4346], [3.8066, 1.9150, -3.5460], [2.4229, 1.8420, -3.5146], [1.7558, 2.2202, -2.3597], [2.4450, 2.6501, -1.2350], [3.8270, 2.7081, -1.2834], [-0.0120, 2.0957, -2.3273], [-0.4033, 3.8246, -2.5570], [-0.4036, 1.8287, -0.8898], [6.4412, 1.7164, -3.1817], [6.4586, 2.2477, -1.4977], [6.3375, 3.4301, -2.7956], [4.3375, 1.6165, -4.4397], [1.8736, 1.4735, -4.3710], [1.9108, 2.9028, -0.3286], [4.3745, 3.0285, -0.4068], [0.0390, 4.3856, -1.7343], [-1.4858, 3.9199, -2.5610], [0.0057, 4.1501, -3.5107]]}

***

(3)
{"formula": "C19H42NO2OsP3", "method": "the ωB97M-V functional and the def2-TZVPD basis", "s_squared": 6.032, "e_homo_ev": [-20.85, -21.47], "relative_energy_kcal_mol": 70.4, "max_force_ev_per_a": 4.01, "spin_multiplicity": 5, "gap_ev": [8.5795, 5.4095], "e_lumo_ev": [-12.28, -16.06], "total_charge": 4, "symbols": ["Os", "P", "P", "P", "H", "C", "C", "H", "C", "C", "C", "C", "C", "C", "C", "C", "C", "H", "H", "H", "H", "H", "H", "H", "H", "H", "H", "H", "H", "H", "H", "H", "H", "H", "H", "H", "H", "H", "H", "H", "H", "H", "H", "H", "H", "H", "C", "C", "C", "C", "C", "C", "O", "H", "H", "H", "H", "H", "H", "C", "C", "N", "O", "H", "H", "H", "H", "H"], "coordinates": [[0.0424, -0.0949, 0.4414], [-1.4893, -1.7072, 0.8559], [1.3299, -0.8224, 2.2293], [1.3062, -1.5323, -0.8193], [-1.0570, 4.8289, -2.1159], [-1.2683, 4.1424, -2.9546], [-2.4981, 3.6303, -3.1631], [-3.3988, 4.0336, -2.6998], [-2.8514, -0.7645, 1.6194], [-1.3367, -3.1848, 1.9468], [-2.1517, -2.4095, -0.7076], [2.7759, 0.2905, 2.3172], [0.4926, -0.6385, 3.8436], [2.1286, -2.4776, 2.4947], [1.0026, -1.6864, -2.6088], [1.4139, -3.3529, -0.5008], [3.0459, -0.9493, -0.7315], [-0.5272, 4.2093, -3.7886], [-2.6658, 2.8970, -3.9528], [-2.9803, 0.1950, 1.0996], [-2.6307, -0.5592, 2.6753], [-3.7863, -1.3351, 1.5556], [-1.2040, -2.9034, 2.9964], [-0.5002, -3.8371, 1.6832], [-2.2521, -3.7918, 1.8822], [-2.3227, -1.6036, -1.4311], [-3.1012, -2.9271, -0.5106], [-1.4423, -3.1198, -1.1484], [3.3960, 0.0150, 3.1774], [2.4239, 1.3200, 2.4301], [3.3975, 0.2353, 1.4207], [0.9605, -1.3091, 4.5763], [-0.5736, -0.8911, 3.7866], [0.5995, 0.3918, 4.1998], [3.1752, -2.4559, 2.1663], [1.6210, -3.3034, 1.9884], [2.1257, -2.7151, 3.5664], [1.5451, -2.5559, -2.9974], [1.3802, -0.7834, -3.0953], [-0.0710, -1.8090, -2.8046], [1.5052, -3.8476, -1.4802], [0.5172, -3.7411, 0.0033], [2.3158, -3.5731, 0.0840], [3.5518, -1.2544, -1.6567], [3.5676, -1.3856, 0.1316], [3.0503, 0.1471, -0.6581], [-0.4131, 1.5406, -2.3754], [0.5310, 2.6365, -2.3992], [1.6721, 2.5023, -3.1838], [1.6606, 1.5612, -4.2092], [0.5061, 0.8225, -4.4871], [-0.5659, 0.8328, -3.6029], [-1.0194, 1.1201, -1.3024], [0.9232, 1.0848, -0.3620], [0.4272, 3.4120, -1.6422], [2.5723, 3.1139, -3.0392], [2.5505, 1.4161, -4.8201], [0.4789, 0.0897, -5.3111], [-1.4047, 0.1456, -3.6971], [-2.1120, 2.0084, 3.7215], [-1.3915, 2.2672, 2.4326], [-1.6808, 3.4466, 1.8446], [-0.5402, 1.5121, 1.8778], [-2.1078, 2.9347, 4.3096], [-3.1560, 1.7166, 3.5231], [-1.6197, 1.2198, 4.2926], [-1.4296, 3.6048, 0.8807], [-2.4430, 3.9976, 2.2032]]}